Formula: C17H39IN3O2
Source: OMol25
Level of theory: wB97M-V/def2-TZVPD

Calculated values
LUMO level: 2.11 eV
total charge: -1
gap between HOMO and LUMO: 6.161 eV

Structure (XYZ):
```
62
Properties=species:S:1:pos:R:3:mulliken_charge:R:1
N -4.4460 -3.7691 -5.6791 -0.735
C -4.7112 -4.9695 -4.7462 0.137
C -3.3317 -5.1505 -3.8625 -0.591
C -3.2970 -6.4882 -2.9153 -0.444
C -2.6343 -6.0683 -1.4383 -0.939
I -0.6597 -5.0617 -1.6852 -0.039
C -6.0121 -4.4911 -3.8127 0.278
O -7.2639 -4.7371 -4.2856 -0.687
O -5.8840 -3.8601 -2.4804 -0.710
H -3.9230 -3.0856 -5.0531 0.305
H -3.7966 -4.0739 -6.4655 0.233
H -4.9873 -5.9291 -5.3946 0.258
H -3.2588 -4.1997 -3.1554 0.333
H -2.4055 -5.1550 -4.5878 0.217
H -2.5257 -7.2321 -3.4000 0.265
H -4.3412 -6.9596 -2.6774 0.327
H -2.3843 -7.0668 -0.8428 0.413
H -3.4269 -5.3915 -0.9060 0.390
C 0.5665 -3.2343 1.9810 -1.413
C 1.6803 -2.4905 1.2491 -0.393
N 1.2128 -1.3181 0.5052 0.199
C 2.2051 -0.7938 -0.4374 -0.685
C 3.5010 -0.2352 0.1405 -0.674
C 0.4865 -0.3069 1.2753 -0.822
C 1.1907 0.3103 2.4791 -0.828
H -0.2482 -3.4977 1.2982 0.284
H 0.9584 -4.1637 2.4085 0.408
H 0.1548 -2.6440 2.8048 0.315
H 2.1274 -3.2029 0.5450 0.482
H 2.4646 -2.2279 1.9674 0.248
H 1.7386 -0.0235 -1.0665 0.349
H 2.4672 -1.5988 -1.1354 0.350
H 3.3460 0.7333 0.6209 -0.056
H 4.2231 -0.0757 -0.6679 0.412
H 3.9641 -0.9160 0.8597 0.289
H -0.4517 -0.7535 1.6254 0.346
H 0.1627 0.5007 0.6058 0.396
H 1.6634 -0.4395 3.1191 0.361
H 0.4595 0.8447 3.0957 0.366
H 1.9452 1.0376 2.1797 0.046
C 2.0239 6.4929 3.9141 -1.418
C 2.4623 5.7185 2.6741 -0.374
N 1.4735 4.7409 2.2127 0.253
C 2.0080 3.7914 1.2325 -0.332
C 2.4693 4.3480 -0.1102 -1.279
C 0.1366 5.2587 1.9169 -0.655
C 0.0199 6.3761 0.8856 -0.983
H 1.7320 5.8137 4.7219 0.324
H 2.8519 7.1105 4.2790 0.435
H 1.1859 7.1631 3.7012 0.290
H 3.3863 5.1907 2.9406 0.430
H 2.7265 6.4306 1.8847 0.290
H 1.2681 3.0001 1.0507 0.000
H 2.8589 3.2733 1.6924 0.415
H 1.6253 4.6305 -0.7431 0.243
H 3.0283 3.5778 -0.6529 0.450
H 3.1311 5.2111 0.0017 0.301
H -0.3056 5.6169 2.8542 0.392
H -0.5180 4.4312 1.6137 0.340
H 0.7487 7.1748 1.0473 0.244
H -0.9750 6.8305 0.9501 0.384
H 0.1328 6.0030 -0.1323 0.256
```